Record 1
Computed, not measured: an isolated ion of composition C7H13N2O2 and charge +1, with wB97M-V/def2-TZVPD.

```
! RIJCOSX wB97M-V def2-TZVPD def2/J DEFGRID3
* xyz 1 3
C -1.9550 1.0305 1.1173
C 1.8843 -1.7288 0.5768
C 1.4856 -0.5030 1.4219
C 1.5602 -1.3951 -0.8697
C -0.9423 1.8690 1.0398
C 0.8525 0.4046 0.6553
C 0.4121 0.7482 -1.7681
N -3.2486 1.4998 1.1957
N 0.4855 -0.2753 -0.6382
O -1.9719 -0.3083 1.0049
O 0.4251 1.6340 0.8469
H 2.9454 -2.0938 0.7646
H 1.2856 -2.6761 0.8235
H 1.9424 -0.3683 2.4888
H -2.6602 -0.7433 1.3789
H 2.3578 -0.9655 -1.4047
H 1.0224 -2.2434 -1.4096
H -1.1540 3.0010 1.0063
H 1.4484 1.0740 -1.9138
H -0.1311 0.2756 -2.6017
H -0.2175 1.5861 -1.2533
H -3.4350 2.5011 1.2924
H -3.8733 0.9672 1.7584
H -0.4032 -0.7097 -0.6505
*
```

Values from the calculation:
Strongest force on any atom, eV/Å: 7.743
Orbital gap (alpha / beta), eV: 4.20 / 5.64
E, eV: -14531.122
<S²>: 2.009

natural (NBO) population analysis, charges in e, atoms 1 to 5: C 0.40; C -0.46; C -0.36; C -0.18; C 0.13

Record 2
Computed, not measured: a 2-piece molecular cluster, C7H13N2O2S overall, with wB97M-V/def2-TZVPD.

```
! RIJCOSX wB97M-V def2-TZVPD def2/J DEFGRID3
* xyz -1 1
C -1.7122 -2.2650 -0.2565
C 2.9485 -0.7527 0.0025
C -0.3134 2.3428 0.3385
C -1.4214 0.9881 -1.5489
C 1.1631 -0.3033 1.9386
C 0.6877 0.3231 -0.3465
C -0.6797 0.9249 -0.1743
N -2.1726 -2.6360 -1.4239
N 1.5228 -0.1436 0.5164
O 3.4729 -1.4252 0.8324
O 3.1814 -0.2610 -1.0932
S -2.6537 -1.7345 1.0757
H 0.2953 2.2134 1.2297
H 0.5220 2.5990 -0.3247
H -1.1683 2.9388 0.4280
H -0.8472 1.5139 -2.2446
H -1.8113 0.0532 -1.8227
H -2.3106 1.6536 -1.2964
H -0.6646 -2.2889 0.0504
H 1.2111 0.7054 2.5643
H 0.2542 -0.8221 2.1030
H 1.0914 -0.0929 -1.3035
H -1.3502 0.3176 0.5408
H -1.3380 -2.9710 -1.9108
H 2.0927 -0.8775 2.1258
*
```

Values from the calculation:
Strongest force on any atom, eV/Å: 4.222
Orbital gap, eV: 6.64
E, eV: -25380.162

natural (NBO) population analysis, charges in e, atoms 1 to 5: C -0.09; C 0.91; C -0.60; C -0.60; C -0.48

Record 3
Computed, not measured: a 2-piece molecular cluster, C7H13N3 overall, with wB97M-V/def2-TZVPD.

```
! RIJCOSX wB97M-V def2-TZVPD def2/J DEFGRID3
* xyz 0 1
C -3.4477 -0.2395 0.2201
C -4.0638 -0.6284 -0.8556
C 1.5011 0.4657 -0.4981
C 2.8602 0.9390 -0.7268
C 1.1389 -1.8965 0.6279
C -1.0754 1.6937 1.4927
C 1.2070 -1.0672 -0.6586
N -1.3914 0.6167 -0.6753
N 0.6879 1.3060 -0.0063
N -0.7303 1.1095 0.1623
H -5.0390 -1.1395 -0.9986
H -3.5100 -0.3899 -1.8419
H 2.9946 2.0317 -0.2859
H 3.5796 0.2923 0.0089
H 3.1101 0.7939 -1.8109
H 0.4958 -2.6725 0.5069
H 2.0977 -2.1809 1.0440
H 0.5574 -1.4547 1.4409
H -1.7785 1.0282 1.8280
H -0.2337 1.6065 2.2193
H -1.2896 2.6706 1.2379
H 1.9666 -1.5751 -1.2647
H 0.3626 -1.3098 -1.1659
*
```

Values from the calculation:
Strongest force on any atom, eV/Å: 3.676
Orbital gap, eV: 8.49
E, eV: -11931.667

natural (NBO) population analysis, charges in e, atoms 1 to 5: C 0.10; C -0.80; C 0.33; C -0.66; C -0.60

Record 4
Computed, not measured: C7H13N3O as an isolated structure, with wB97M-V/def2-TZVPD.

```
! RIJCOSX wB97M-V def2-TZVPD def2/J DEFGRID3
* xyz 2 1
C 0.9218 -2.9821 -1.5368
C 0.7640 -1.6802 -1.3823
C 1.5816 3.0262 1.4048
C 0.6051 0.6982 0.9205
C -0.9228 0.3849 -1.4940
C -0.5744 -1.0889 -1.0753
C -0.9327 -0.0338 -0.0797
N 0.5556 1.9992 0.8668
N 1.1381 -0.1982 1.7048
N -2.1416 -0.0143 0.6718
O 1.6365 4.0522 0.8970
H 1.7650 -3.4275 -2.0330
H 0.0965 -3.6359 -1.1548
H 1.6509 -1.0946 -1.7940
H 2.0092 2.5899 2.3250
H 0.0054 1.0207 -1.7795
H -1.7637 0.8374 -1.9906
H -1.5388 -1.6793 -1.0615
H -0.2062 2.3726 0.1264
H 1.1818 -1.1552 1.4499
H 1.8098 0.2220 2.4264
H -2.3930 -0.9462 1.0816
H -3.0647 -0.0448 0.1481
H -2.1835 0.7778 1.3584
*
```

Values from the calculation:
Strongest force on any atom, eV/Å: 6.119
Orbital gap, eV: 8.81
E, eV: -13965.850

natural (NBO) population analysis, charges in e, atoms 1 to 5: C -0.25; C -0.32; C 0.57; C 0.60; C -0.45

Record 5
Computed, not measured: an isolated ion of composition C7H13N3O2PS and charge +1, with wB97M-V/def2-TZVPD.

```
! RIJCOSX wB97M-V def2-TZVPD def2/J DEFGRID3
* xyz 1 1
C -1.8638 -2.6424 -2.2849
C -2.4912 -1.3786 -3.1029
S -2.5478 0.0679 -1.8960
C -0.7476 0.6249 -1.7980
C -0.3456 0.9794 -0.2687
C -1.3989 1.8341 0.4791
C -0.8987 2.1696 1.9377
C 0.4852 1.5580 2.2035
N 1.2886 0.7496 1.3620
P 2.8649 0.1195 1.9626
N 2.7783 -1.4826 1.8613
O 4.1843 0.6514 1.0503
O 3.1101 0.4762 3.6163
N 0.8835 0.4557 0.1268
H -0.7533 -2.7660 -2.5001
H -2.0429 -2.4071 -1.1746
H -2.4628 -3.5754 -2.5498
H -1.8547 -1.1276 -4.0206
H -3.5510 -1.6087 -3.4860
H -0.0606 -0.1640 -2.2513
H -0.7076 1.6210 -2.3683
H -2.3924 2.2009 0.0737
H -1.5111 2.7895 2.6716
H 0.9341 1.7904 3.2378
H 1.8503 -1.6872 1.4538
H 4.9932 0.5006 1.6104
H 2.2575 0.2509 4.0543
*
```

Values from the calculation:
Strongest force on any atom, eV/Å: 6.459
Orbital gap, eV: 5.98
E, eV: -36148.054

natural (NBO) population analysis, charges in e, atoms 1 to 5: C -0.64; C -0.51; S 0.15; C -0.57; C 0.21

Record 6
Computed, not measured: one molecule with the formula C7H13N3O4, with wB97M-V/def2-TZVPD.

```
! RIJCOSX wB97M-V def2-TZVPD def2/J DEFGRID3
* xyz 0 1
C 0.4905 -0.1045 -0.0378
C -1.0678 -0.0810 0.2079
C 0.7806 1.0674 -0.8456
C 2.2391 1.2839 -0.9891
C 2.2919 2.2040 -2.2951
C -2.7795 -1.7239 1.2052
C -2.8919 -2.1027 2.7912
H 0.7698 -1.2820 -1.5845
H 1.7877 -1.7730 -0.4984
H 0.8161 -0.2015 1.1482
H 0.3580 0.9303 -1.9025
H 0.1655 1.7909 -0.3685
H 2.6333 0.3016 -1.4517
H 2.8535 1.3795 -0.0900
H 3.1994 3.9081 -0.9036
H 2.8754 4.2692 -2.6218
H -0.8830 -2.2407 0.3924
H -3.0492 -2.7035 0.5634
H -3.4582 -0.9185 0.9686
H -3.9488 -2.6958 4.3767
N 0.8367 -1.4526 -0.5874
N 2.9176 3.4782 -1.9205
N -1.3706 -1.3571 0.6963
O -1.7736 0.8921 0.2582
O 2.1832 1.7524 -3.4795
O -1.9480 -2.1331 3.6056
O -4.0277 -2.4876 3.3625
*
```

Values from the calculation:
Strongest force on any atom, eV/Å: 5.255
Orbital gap, eV: 10.06
E, eV: -20127.850

natural (NBO) population analysis, charges in e, atoms 1 to 5: C -0.12; C 0.68; C -0.47; C -0.51; C 0.71